This record from OMol25 describes a 3-piece molecular cluster, C13H25Br2N2O2 overall. The level of theory is ωB97M-V/def2-TZVPD.

Cartesian coordinates (Å):
1 C -0.176 2.204 3.474
2 C -1.699 2.153 3.478
3 Br -2.348 3.937 3.834
4 C -2.324 1.527 2.192
5 Br -2.837 2.776 0.793
6 C -1.440 0.484 1.563
7 C -1.606 -0.857 1.793
8 C -0.715 -1.758 1.184
9 N 0.281 -1.421 0.402
10 N 0.378 -0.118 0.183
11 C -0.393 0.819 0.691
12 H 0.198 2.728 4.349
13 H 0.254 1.200 3.435
14 H 0.177 2.744 2.590
15 H -2.046 1.528 4.299
16 H -3.259 1.059 2.490
17 H -2.397 -1.240 2.424
18 H -0.836 -2.820 1.361
19 H 1.136 0.169 -0.445
20 H -0.186 1.840 0.401
21 C 3.466 3.103 0.344
22 C 3.717 1.750 -0.296
23 C 4.948 1.756 -1.182
24 O 2.563 1.342 -1.064
25 H 3.305 3.864 -0.424
26 H 2.577 3.077 0.977
27 H 4.313 3.410 0.955
28 H 3.829 0.991 0.481
29 H 4.828 2.479 -1.993
30 H 5.107 0.776 -1.629
31 H 5.836 2.026 -0.612
32 H 2.435 1.984 -1.772
33 C -1.488 -4.088 -3.815
34 C -2.536 -4.083 -2.715
35 C -3.106 -2.692 -2.485
36 O -1.980 -4.595 -1.501
37 H -0.649 -3.440 -3.542
38 H -1.096 -5.094 -3.963
39 H -1.902 -3.734 -4.759
40 H -3.345 -4.766 -2.978
41 H -2.312 -2.004 -2.171
42 H -3.859 -2.713 -1.696
43 H -3.562 -2.291 -3.390
44 H -1.249 -4.016 -1.260

Results
Energy ... -161039.685 eV
2S+1 ... 1
Frontier orbital gap ... 7.74 eV
Molecular weight ... 401.163 g mol⁻¹
Total charge ... +1
E_HOMO ... -12.55 eV

Löwdin population analysis, charges in e, atoms 1 to 5: number 1, C, carries -0.15; number 2, C, carries -0.77; number 3, Br, carries 0.74; number 4, C, carries -0.67; number 5, Br, carries 0.78